{"formula": "C29H42CeF3N8SSi", "method": "wB97M-V/def2-TZVPD", "e_above_lowest_kj_mol": 1.8, "lumo_ha": [0.0099, 0.0101], "spin_multiplicity": 2, "fmax_ev_per_a": 1.1, "species": ["Ce", "S", "Si", "F", "F", "F", "N", "N", "N", "N", "N", "N", "N", "N", "C", "C", "C", "C", "C", "C", "C", "C", "C", "C", "C", "C", "C", "C", "C", "C", "C", "C", "C", "C", "C", "C", "C", "C", "C", "C", "C", "C", "C", "H", "H", "H", "H", "H", "H", "H", "H", "H", "H", "H", "H", "H", "H", "H", "H", "H", "H", "H", "H", "H", "H", "H", "H", "H", "H", "H", "H", "H", "H", "H", "H", "H", "H", "H", "H", "H", "H", "H", "H", "H", "H"], "coordinates": [[0.52, -0.07, 0.32], [-1.48, 1.99, 1.31], [1.71, -1.32, -2.16], [-3.18, 2.62, 3.95], [-2.15, 3.82, 5.42], [-2.09, 4.39, 3.34], [-1.34, -1.60, 1.49], [3.21, 0.71, 0.47], [0.63, 1.18, 2.66], [1.06, 2.50, -0.61], [-4.11, 1.08, -2.43], [-1.80, 0.59, -1.76], [-2.25, 1.95, -3.74], [-2.76, -0.43, -3.77], [-1.37, 1.72, -2.59], [-2.64, -1.33, 1.40], [0.52, -3.08, 1.98], [0.93, -4.29, 2.52], [3.13, -2.37, -1.45], [-3.22, -3.61, 1.61], [-4.10, -0.13, -3.27], [1.83, 3.50, 0.15], [1.42, 0.99, 3.72], [-0.94, -2.86, 1.72], [3.19, -3.50, 2.58], [-3.60, 2.20, -3.23], [-0.50, 1.90, 2.76], [-3.19, 0.87, -1.31], [2.75, -2.30, 2.03], [2.27, -4.51, 2.83], [-0.81, 2.50, 3.99], [-2.28, 0.72, -4.54], [-3.63, -2.29, 1.47], [-1.87, -3.90, 1.74], [-1.86, -0.61, -2.63], [3.31, 3.17, 0.16], [2.65, -0.18, -3.37], [-2.07, 3.33, 4.16], [0.88, -2.57, -3.35], [1.17, 1.55, 4.95], [3.70, 1.98, 1.02], [0.02, 2.32, 5.07], [1.42, -2.03, 1.71], [-3.59, 3.10, -2.61], [-0.36, 1.52, -2.95], [-3.95, -4.41, 1.64], [3.85, 4.05, 0.54], [0.15, -3.21, -2.84], [-1.28, 0.51, -4.91], [-4.46, -0.97, -2.68], [0.08, 2.74, -0.54], [2.58, -5.45, 3.26], [-3.54, 0.02, -0.73], [-2.94, 0.87, -5.40], [3.29, 2.11, 2.02], [3.81, -1.80, -0.80], [3.38, 0.45, -2.85], [-1.36, 2.63, -1.98], [-4.67, -2.02, 1.40], [1.44, 3.50, 1.17], [1.32, 2.53, -1.59], [-2.18, -1.46, -2.03], [1.66, -3.21, -3.77], [3.73, -2.78, -2.27], [-1.55, -4.92, 1.86], [1.98, 0.49, -3.92], [3.20, -0.78, -4.10], [3.53, -1.57, 1.84], [-0.22, 2.79, 6.02], [-3.19, 1.75, -0.68], [0.37, -2.09, -4.19], [-2.88, -0.28, 1.29], [4.79, 1.96, 1.12], [-4.77, 0.02, -4.11], [1.83, 1.37, 5.79], [-0.85, -0.81, -2.99], [2.75, -3.20, -0.84], [4.24, -3.65, 2.82], [3.58, -0.06, 1.02], [0.22, -5.08, 2.75], [3.56, 0.56, -0.47], [-4.27, 2.36, -4.07], [1.68, 4.50, -0.25], [2.28, 0.34, 3.56], [3.67, 3.02, -0.86]]}

***

{"formula": "C29H42IN7O5P2Ti", "method": "wB97M-V/def2-TZVPD", "e_above_lowest_kj_mol": 0.0, "lumo_ha": [0.0221, 0.0207], "fmax_ev_per_a": 0.4, "species": ["I", "Ti", "P", "P", "O", "O", "O", "O", "O", "N", "N", "N", "N", "N", "N", "N", "C", "C", "C", "C", "C", "C", "C", "C", "C", "C", "C", "C", "C", "C", "C", "C", "C", "C", "C", "C", "C", "C", "C", "C", "C", "C", "C", "C", "C", "H", "H", "H", "H", "H", "H", "H", "H", "H", "H", "H", "H", "H", "H", "H", "H", "H", "H", "H", "H", "H", "H", "H", "H", "H", "H", "H", "H", "H", "H", "H", "H", "H", "H", "H", "H", "H", "H", "H", "H", "H", "H"], "coordinates": [[-1.08, -1.23, 6.27], [-1.30, 0.03, 0.45], [1.91, -0.77, 0.19], [0.70, 1.10, -1.92], [-1.00, -1.54, -0.65], [0.13, 1.47, 0.96], [-0.73, 1.04, -1.55], [1.65, 0.10, -1.12], [0.85, -0.99, 1.18], [3.19, 0.05, 0.86], [1.07, 0.62, -3.47], [1.31, 2.60, -1.75], [-2.43, 1.49, 1.65], [-3.21, -0.05, -0.34], [2.35, -2.21, -0.52], [-1.81, -1.28, 2.04], [4.31, 0.58, 0.11], [-2.55, -2.39, 1.85], [-2.04, 2.31, 2.57], [-0.69, 2.76, 2.77], [0.57, 1.49, -4.53], [1.62, 2.93, 2.06], [0.84, -0.80, -3.77], [3.46, -2.26, -1.44], [-3.86, 1.24, 1.58], [-4.16, 0.96, 0.12], [-3.01, -3.78, -3.46], [-1.65, -2.25, -1.53], [3.43, -0.07, 2.29], [2.64, 2.96, -2.20], [2.11, -3.44, 0.22], [-2.51, -2.92, 4.19], [-1.75, -1.78, 4.37], [-2.99, -1.94, -1.87], [0.34, 2.34, 1.89], [1.86, 3.83, 3.06], [0.52, 3.69, -1.19], [-0.41, 3.68, 3.79], [-1.69, -4.10, -3.10], [0.85, 4.21, 3.95], [-1.03, -3.35, -2.15], [-1.40, -1.00, 3.29], [-3.69, -0.87, -1.24], [-2.91, -3.22, 2.89], [-3.64, -2.73, -2.84], [3.32, -3.09, -2.14], [2.60, 3.70, -3.01], [1.20, -3.34, 0.80], [2.86, 4.25, 3.17], [-4.73, -0.73, -1.55], [3.23, 3.38, -1.38], [1.13, -1.43, -2.93], [3.68, 0.91, 2.70], [-4.44, 2.09, 1.95], [-4.04, 1.88, -0.46], [-2.86, -2.60, 0.84], [0.75, 2.54, -4.27], [-4.10, 0.36, 2.18], [1.11, 1.27, -5.45], [-0.50, 1.35, -4.70], [0.34, 4.46, -1.95], [1.06, 4.92, 4.74], [-3.53, -4.37, -4.20], [4.04, 0.71, -0.94], [-1.22, 3.99, 4.45], [-5.19, 0.61, 0.00], [3.52, -1.34, -2.03], [2.95, -3.69, 0.89], [4.25, -0.76, 2.51], [4.59, 1.55, 0.51], [-2.79, -3.55, 5.02], [2.40, 2.62, 1.37], [-3.50, -4.11, 2.68], [-0.22, -1.00, -3.98], [5.19, -0.07, 0.17], [1.99, -4.26, -0.49], [-2.79, 2.75, 3.23], [3.16, 2.08, -2.59], [4.42, -2.41, -0.94], [-0.77, -0.12, 3.40], [1.05, 4.14, -0.35], [-0.01, -3.58, -1.86], [-1.19, -4.94, -3.57], [1.43, -1.08, -4.65], [2.52, -0.42, 2.78], [-4.66, -2.48, -3.11], [-0.43, 3.30, -0.83]]}

***

{"formula": "C29H42N4O7OsSSi", "method": "wB97M-V/def2-TZVPD", "e_above_lowest_kj_mol": 49.5, "lumo_ha": [-0.0548, -0.0547], "fmax_ev_per_a": 0.3, "species": ["Os", "S", "Si", "O", "O", "O", "O", "O", "O", "O", "N", "N", "N", "N", "C", "C", "C", "C", "C", "C", "C", "C", "C", "C", "C", "C", "C", "C", "C", "C", "C", "C", "C", "C", "C", "C", "C", "C", "C", "C", "C", "C", "C", "H", "H", "H", "H", "H", "H", "H", "H", "H", "H", "H", "H", "H", "H", "H", "H", "H", "H", "H", "H", "H", "H", "H", "H", "H", "H", "H", "H", "H", "H", "H", "H", "H", "H", "H", "H", "H", "H", "H", "H", "H", "H"], "coordinates": [[0.92, 1.15, 1.07], [0.48, -0.10, -4.62], [2.05, -0.93, 3.14], [0.22, 0.64, -5.83], [-2.12, 1.83, -0.01], [-0.85, 1.75, 2.20], [-0.11, 5.11, 1.38], [1.66, -0.90, -4.48], [0.69, 3.14, 0.73], [-0.16, 0.89, -0.59], [0.52, 0.98, -3.40], [-1.42, -0.91, 1.28], [2.59, 0.98, 0.07], [0.81, -0.55, 1.90], [-1.07, -1.86, -3.19], [-1.33, 1.41, -0.85], [-2.16, -2.69, -3.02], [-3.11, -2.84, -4.03], [4.27, 0.22, -1.20], [3.62, 1.94, 0.11], [-0.79, 3.15, 2.58], [4.65, 1.48, -0.65], [-1.19, -3.64, 1.63], [1.12, -1.25, 4.73], [3.01, -0.06, -0.77], [-0.58, 1.92, -3.22], [-1.85, -1.29, -5.39], [-2.46, -1.70, 1.04], [2.21, -1.30, -1.03], [-0.28, -1.44, 1.69], [-2.39, -3.08, 1.21], [3.10, 0.60, 3.28], [-0.92, -1.16, -4.38], [3.54, 3.26, 0.81], [0.01, 3.24, 3.87], [-0.04, 3.91, 1.48], [-2.94, -2.13, -5.21], [-2.20, 3.68, 2.76], [-0.11, -2.81, 1.88], [-4.29, -3.76, -3.85], [-1.70, 1.43, -2.31], [3.14, -2.37, 2.66], [-3.74, -1.04, 0.60], [2.85, -3.29, 3.17], [0.46, -0.42, 4.97], [1.00, 2.77, 3.76], [-1.10, -4.71, 1.75], [-3.54, -0.04, 0.24], [-2.78, 3.55, 1.85], [-2.28, -3.24, -2.09], [-5.22, -3.26, -4.11], [-1.53, 1.68, 1.46], [1.82, -1.39, 5.56], [-4.23, -1.63, -0.18], [-3.25, -3.70, 1.01], [3.06, 3.20, 1.78], [-2.57, 2.08, -2.39], [2.02, -1.42, -2.09], [-2.69, 3.15, 3.58], [5.58, 2.01, -0.82], [-4.20, -4.63, -4.50], [-1.73, -0.73, -6.31], [3.62, 0.58, 4.24], [2.99, 3.99, 0.23], [-0.35, -1.75, -2.39], [4.86, -0.42, -1.84], [-0.52, 2.73, 4.68], [-0.17, 2.86, -2.84], [2.77, -2.19, -0.71], [3.13, -2.55, 1.59], [-2.01, 0.42, -2.61], [0.84, -3.23, 2.18], [4.17, -2.15, 2.95], [0.51, -2.15, 4.66], [-3.67, -2.23, -6.01], [-0.98, 2.13, -4.21], [4.56, 3.63, 0.96], [0.92, 0.61, -2.54], [0.16, 4.28, 4.13], [-2.15, 4.74, 2.98], [-4.43, -0.97, 1.44], [2.54, 1.54, 3.26], [3.85, 0.65, 2.48], [-4.36, -4.12, -2.83], [1.26, -1.30, -0.50]]}

***

{"formula": "C29H42N5O2SSi3Yb", "method": "wB97M-V/def2-TZVPD", "e_above_lowest_kj_mol": 88.0, "lumo_ha": [0.0204, 0.0200], "spin_multiplicity": 2, "fmax_ev_per_a": 2.1, "species": ["Yb", "S", "Si", "Si", "Si", "O", "O", "N", "N", "N", "N", "N", "C", "C", "C", "C", "C", "C", "C", "C", "C", "C", "C", "C", "C", "C", "C", "C", "C", "C", "C", "C", "C", "C", "C", "C", "C", "C", "C", "C", "C", "H", "H", "H", "H", "H", "H", "H", "H", "H", "H", "H", "H", "H", "H", "H", "H", "H", "H", "H", "H", "H", "H", "H", "H", "H", "H", "H", "H", "H", "H", "H", "H", "H", "H", "H", "H", "H", "H", "H", "H", "H", "H"], "coordinates": [[1.23, 0.01, 0.62], [0.94, 2.79, -0.13], [-1.84, -1.28, -0.57], [-0.03, -3.02, 1.33], [-1.68, -0.56, 2.51], [2.27, 3.33, -0.14], [0.50, 2.23, 1.17], [0.92, 2.36, -3.17], [0.86, 1.45, -1.02], [1.83, -2.11, -0.55], [-2.56, 7.34, -1.58], [1.15, 0.03, -2.70], [2.07, -4.43, -0.13], [-0.47, -0.11, 3.92], [-1.13, -2.33, -2.01], [0.98, 1.32, -2.33], [-3.05, -1.69, 3.24], [-0.61, 5.99, -1.98], [-3.61, -2.02, -0.36], [-0.78, -1.32, 1.02], [-1.13, -4.55, 0.97], [0.18, 4.92, -1.65], [1.16, -0.22, -4.00], [-2.14, 0.51, -1.22], [-2.52, 1.11, 2.11], [3.99, -0.42, 0.73], [2.79, -2.21, -1.47], [1.45, -3.21, 0.11], [0.96, 2.08, -4.46], [3.46, -3.39, -1.75], [2.86, -0.42, 2.71], [3.00, 0.92, 2.29], [0.74, -3.43, 3.04], [3.11, -4.53, -1.04], [-0.19, 4.08, -0.61], [3.69, 0.92, 1.06], [-2.14, 5.41, -0.21], [1.04, 0.78, -4.95], [-1.79, 6.25, -1.28], [3.49, -1.25, 1.75], [-1.33, 4.34, 0.12], [-3.02, 1.54, 2.98], [3.01, -1.31, -2.02], [-3.03, 5.62, 0.36], [-3.50, 7.37, -1.22], [3.65, -2.31, 1.85], [-1.75, 1.81, 1.80], [2.78, 1.80, 2.89], [3.62, -5.46, -1.20], [-1.59, 1.23, -0.62], [4.24, -3.41, -2.50], [-2.08, -4.45, 1.48], [-0.67, -5.47, 1.29], [-3.72, -2.01, 2.45], [-3.25, 1.03, 1.32], [-4.25, -1.39, 0.26], [1.74, -5.31, 0.42], [-1.78, 0.62, -2.25], [-1.34, -4.64, -0.09], [4.63, -0.75, -0.08], [1.28, -4.38, 3.00], [1.44, -2.68, 3.38], [-0.03, -3.54, 3.80], [-1.59, 3.71, 0.96], [-0.05, -0.97, 4.43], [-0.33, 6.65, -2.79], [0.36, 0.49, 3.52], [-0.05, -2.22, -2.07], [-0.96, 0.50, 4.67], [-2.62, -2.58, 3.68], [1.09, 4.70, -2.18], [-1.36, -3.38, -1.89], [1.04, 0.56, -6.01], [-1.54, -2.02, -2.97], [1.28, -1.26, -4.28], [4.05, 1.79, 0.54], [-4.11, -2.14, -1.32], [-3.58, -3.00, 0.10], [-3.19, 0.79, -1.21], [-3.64, -1.19, 4.00], [0.92, 2.94, -5.12], [-2.42, 7.79, -2.48], [2.60, -0.74, 3.71]]}